Entry 1:
ORCA calculation (wB97M-V/def2-TZVPD) on a molecular structure, C41H43F4N6O6PS2Si2Zr.

Summary:
net charge: 0
Kohn-Sham gap: 0.24176 Ha

Last column: Mulliken charge in e.
CARTESIAN COORDINATES (ANGSTROEM)
1 Zr 0.619 -0.261 0.419  -1.14
2 N -2.501 -0.537 2.044  0.59
3 P -2.049 0.746 1.025  1.52
4 C -3.392 0.955 -0.185  0.38
5 C -4.722 0.920 0.237  -0.54
6 C -5.750 1.119 -0.667  -0.82
7 C -5.458 1.378 -2.002  -0.51
8 C -4.141 1.439 -2.426  -1.08
9 C -3.110 1.225 -1.521  -0.08
10 C -2.290 2.142 2.139  0.49
11 C -2.734 3.369 1.637  -0.95
12 C -2.792 4.476 2.467  -0.60
13 C -2.414 4.385 3.801  -0.62
14 C -2.003 3.158 4.305  -0.96
15 C -1.931 2.041 3.486  -0.27
16 C -2.080 -1.829 1.840  0.11
17 C -2.711 -2.872 2.529  -1.11
18 C -2.371 -4.168 2.237  -0.54
19 C -1.422 -4.404 1.244  -1.14
20 C -0.814 -3.328 0.651  -0.78
21 N -1.089 -2.037 0.958  1.41
22 H -3.247 -0.414 2.712  0.36
23 H -4.952 0.753 1.283  0.32
24 H -6.777 1.088 -0.331  0.43
25 H -6.262 1.544 -2.707  0.40
26 H -3.911 1.657 -3.461  0.46
27 H -2.084 1.288 -1.858  0.38
28 H -3.030 3.458 0.598  0.43
29 H -3.120 5.431 2.078  0.53
30 H -2.416 5.285 4.406  0.58
31 H -1.717 3.076 5.347  0.44
32 H -1.579 1.098 3.884  0.26
33 H -3.471 -2.635 3.261  0.49
34 H -2.849 -4.987 2.757  0.46
35 H -1.141 -5.404 0.947  0.50
36 H -0.046 -3.474 -0.091  0.45
37 C 3.177 2.524 -2.812  -1.31
38 Si 3.164 1.339 -1.353  0.32
39 C 3.494 2.394 0.150  -0.96
40 C 4.539 0.069 -1.418  -0.81
41 N 1.589 0.476 -1.308  1.43
42 C 1.234 -0.161 -2.501  1.02
43 C 2.001 -0.330 -3.664  -0.67
44 C 1.507 -1.015 -4.764  -1.27
45 C 0.237 -1.573 -4.771  -0.76
46 C -0.555 -1.441 -3.639  -0.94
47 C -0.023 -0.746 -2.589  -0.45
48 F -0.768 -0.639 -1.407  0.46
49 H 3.781 3.395 -2.547  0.44
50 H 2.168 2.885 -3.026  0.30
51 H 3.586 2.115 -3.735  0.42
52 H 4.535 2.716 0.050  0.56
53 H 3.408 1.873 1.101  0.13
54 H 2.888 3.300 0.174  0.14
55 H 5.505 0.565 -1.296  0.53
56 H 4.575 -0.510 -2.341  0.29
57 H 4.412 -0.635 -0.592  -0.09
58 H 3.004 0.058 -3.715  0.36
59 H 2.140 -1.122 -5.635  0.44
60 H -0.130 -2.110 -5.634  0.43
61 H -1.548 -1.864 -3.565  0.56
62 F 1.420 -2.787 2.816  -0.15
63 C 1.879 -1.938 3.733  0.58
64 F 3.156 -2.184 3.971  -0.20
65 F 1.179 -2.083 4.851  -0.22
66 S 1.673 -0.216 3.110  1.22
67 O 2.145 0.647 4.131  -0.59
68 O 0.252 -0.133 2.725  -0.69
69 O 2.383 -0.201 1.811  -0.72
70 C 3.988 -3.990 -2.917  -0.86
71 Si 3.683 -4.255 -1.092  -0.23
72 C 3.015 -5.968 -0.766  -1.04
73 C 5.226 -3.929 -0.092  -0.93
74 C 2.426 -3.011 -0.574  -0.64
75 C 1.698 -2.085 -0.254  1.70
76 H 4.707 -4.706 -3.320  0.40
77 H 4.378 -2.984 -3.087  0.21
78 H 3.057 -4.086 -3.479  0.27
79 H 3.739 -6.732 -1.057  0.32
80 H 2.099 -6.142 -1.335  0.31
81 H 2.790 -6.105 0.294  0.31
82 H 6.008 -4.661 -0.303  0.38
83 H 5.007 -3.965 0.977  0.30
84 H 5.621 -2.937 -0.323  0.27
85 O -2.237 7.431 4.431  -0.67
86 S -1.362 8.535 4.054  1.20
87 O -2.024 9.806 3.913  -0.67
88 O -0.081 8.543 4.732  -0.70
89 C -0.851 8.076 2.358  -0.05
90 N -0.800 9.017 1.413  -0.49
91 C -0.405 8.626 0.211  -0.47
92 C -0.071 7.312 -0.083  -0.79
93 C -0.146 6.417 0.970  0.00
94 N -0.523 6.800 2.185  -0.11
95 C 0.158 4.976 0.849  1.46
96 C -0.009 4.273 -0.341  -1.27
97 C 0.194 2.912 -0.358  -0.79
98 N 0.568 2.208 0.721  3.72
99 C 0.747 2.891 1.861  -0.97
100 C 0.554 4.253 1.965  -1.39
101 H -0.352 9.394 -0.554  0.42
102 H 0.260 7.030 -1.074  0.44
103 H -0.339 4.765 -1.247  0.48
104 H 0.066 2.346 -1.271  -0.31
105 H 1.058 2.333 2.732  -0.09
106 H 0.683 4.757 2.913  0.63

=====

Entry 2:
ORCA calculation (wB97M-V/def2-TZVPD) on 3 unconnected molecules or ions with the total composition C41H43N3O5P at a distorted geometry.

Summary:
net charge: +1
Kohn-Sham gap: 0.27826 Ha

Last column: Mulliken charge in e.
CARTESIAN COORDINATES (ANGSTROEM)
1 C 0.584 -4.733 0.365  -0.55
2 C -0.484 -4.315 -0.798  -0.59
3 C -0.599 -2.711 -0.980  0.10
4 C 0.616 -2.070 -1.829  -0.70
5 C 1.948 -1.861 -0.894  0.88
6 C 3.119 -2.710 -1.586  -0.84
7 C 4.404 -2.997 -0.662  -0.91
8 C 4.103 -3.147 0.906  -0.32
9 C 4.355 -1.693 1.618  -0.59
10 C 3.518 -1.657 2.987  -0.63
11 C 3.014 -0.214 3.434  0.09
12 C 2.971 1.149 2.721  0.15
13 O 3.409 1.423 1.403  -0.45
14 N 2.360 2.156 3.604  0.04
15 C 1.998 1.536 4.857  -0.17
16 N 2.388 0.163 4.710  -0.04
17 P 2.117 -1.067 5.960  0.26
18 N 1.146 -0.403 7.057  -0.68
19 H 0.415 -4.115 1.326  0.16
20 H 1.618 -4.497 -0.088  -0.06
21 H 0.580 -5.860 0.565  0.37
22 H -0.124 -4.853 -1.744  0.28
23 H -1.498 -4.748 -0.496  0.29
24 H -0.750 -2.158 0.018  0.22
25 H -1.549 -2.545 -1.618  -0.22
26 H 0.842 -2.826 -2.677  0.33
27 H 0.309 -1.075 -2.330  0.25
28 H 2.128 -0.735 -0.847  -0.41
29 H 1.641 -2.215 0.147  0.02
30 H 3.495 -2.072 -2.477  0.32
31 H 2.776 -3.699 -2.036  0.37
32 H 5.257 -2.237 -0.814  0.33
33 H 4.840 -4.010 -1.017  0.33
34 H 4.859 -3.875 1.393  0.47
35 H 3.041 -3.465 1.170  -0.03
36 H 4.047 -0.921 0.840  0.15
37 H 5.472 -1.681 1.876  0.36
38 H 2.618 -2.375 2.995  0.36
39 H 4.229 -2.034 3.818  0.45
40 H 2.671 1.102 0.826  0.29
41 H 2.201 3.143 3.357  0.27
42 H 1.505 2.083 5.724  0.44
43 H 1.502 -2.193 5.297  0.13
44 H 3.362 -1.528 6.518  0.17
45 H 0.280 -0.962 7.079  0.24
46 C -6.840 -1.025 3.762  -0.49
47 C -5.462 -1.199 3.664  -0.49
48 C -4.875 -1.429 2.424  -0.45
49 C -5.669 -1.497 1.278  0.16
50 C -7.052 -1.347 1.380  0.24
51 C -7.635 -1.099 2.624  -0.60
52 C -7.911 -1.466 0.180  0.58
53 O -9.118 -1.331 0.268  -0.67
54 C -7.280 -1.760 -1.127  0.32
55 C -8.081 -1.933 -2.257  -0.70
56 C -7.496 -2.196 -3.491  -0.42
57 C -6.110 -2.280 -3.603  -0.67
58 C -5.309 -2.114 -2.479  -0.19
59 C -5.893 -1.864 -1.236  0.18
60 C -5.034 -1.725 -0.039  0.40
61 O -3.819 -1.802 -0.136  -0.68
62 H -7.296 -0.836 4.729  0.39
63 H -4.843 -1.154 4.555  0.39
64 H -3.800 -1.559 2.353  0.48
65 H -8.709 -0.967 2.707  0.47
66 H -9.161 -1.866 -2.177  0.47
67 H -8.121 -2.335 -4.367  0.40
68 H -5.654 -2.478 -4.568  0.42
69 H -4.229 -2.185 -2.572  0.43
70 C 1.036 3.157 -5.435  -0.59
71 C 1.055 4.438 -5.982  -0.44
72 C 1.550 5.505 -5.241  -0.61
73 C 2.017 5.296 -3.943  0.40
74 C 1.975 4.018 -3.386  0.01
75 C 1.493 2.945 -4.139  -0.50
76 C 2.421 3.791 -1.993  0.40
77 O 2.387 2.671 -1.506  -0.72
78 C 2.899 4.943 -1.196  -0.19
79 C 3.269 4.756 0.137  -0.26
80 C 3.732 5.831 0.889  -0.43
81 C 3.837 7.094 0.310  -0.53
82 C 3.465 7.286 -1.016  -0.67
83 C 2.986 6.212 -1.769  0.51
84 C 2.558 6.435 -3.168  0.53
85 O 2.646 7.540 -3.673  -0.66
86 H 0.658 2.323 -6.018  0.41
87 H 0.686 4.604 -6.989  0.40
88 H 1.568 6.500 -5.675  0.47
89 H 1.471 1.946 -3.716  0.62
90 H 3.193 3.773 0.594  0.63
91 H 4.014 5.684 1.927  0.40
92 H 4.205 7.931 0.895  0.39
93 H 3.544 8.273 -1.459  0.49

=====

Entry 3:
ORCA calculation (wB97M-V/def2-TZVPD) on a molecular structure, C41H44AsF4N6O7P2S6Ti at a distorted geometry.

Summary:
net charge: -2
<S²>: 0.760
Kohn-Sham gap (alpha / beta): 0.17867 / 0.17005 Ha
spin multiplicity: 2

Last column: Mulliken spin population.
CARTESIAN COORDINATES (ANGSTROEM)
1 Ti -0.264 -0.087 0.263  0.70
2 C 1.601 0.292 2.955  0.03
3 C 0.511 -0.571 2.403  0.14
4 N -0.698 0.006 2.244  0.07
5 N -1.829 -0.774 2.451  0.03
6 C -2.819 -0.547 1.658  0.01
7 S -2.755 0.518 0.288  0.01
8 S -4.377 -1.286 2.043  0.01
9 C -3.899 -2.568 3.238  0.00
10 C -3.948 -3.965 2.670  0.00
11 C -4.362 -5.024 3.474  0.00
12 C -4.338 -6.329 2.998  0.00
13 C -3.919 -6.588 1.701  0.00
14 C -3.520 -5.535 0.887  0.00
15 C -3.530 -4.233 1.368  0.00
16 C 0.622 -2.038 2.362  -0.07
17 C 1.303 -2.820 3.287  0.03
18 C 1.278 -4.200 3.181  -0.01
19 C 0.576 -4.802 2.139  0.03
20 C -0.075 -4.037 1.186  -0.03
21 C -0.035 -2.655 1.282  0.01
22 O -0.558 -1.856 0.337  0.02
23 H 1.552 1.283 2.509  -0.01
24 H 2.576 -0.148 2.749  0.00
25 H 1.468 0.393 4.036  0.01
26 H -4.555 -2.466 4.102  0.00
27 H -2.880 -2.314 3.534  0.00
28 H -4.686 -4.824 4.491  0.00
29 H -4.650 -7.143 3.642  0.00
30 H -3.901 -7.604 1.326  0.00
31 H -3.193 -5.724 -0.129  0.00
32 H -3.204 -3.420 0.726  0.00
33 H 1.845 -2.344 4.097  0.00
34 H 1.818 -4.811 3.891  0.00
35 H 0.559 -5.881 2.055  0.00
36 H -0.581 -4.490 0.342  0.00
37 C -0.058 6.173 2.270  0.00
38 C -0.332 5.809 0.821  0.00
39 C 0.380 6.743 -0.137  0.00
40 O 0.145 4.479 0.552  0.00
41 P -0.768 3.174 0.601  0.00
42 O 0.164 2.031 0.737  -0.01
43 C -1.720 3.226 -0.948  0.00
44 P -0.941 2.088 -2.151  -0.01
45 O -0.370 0.858 -1.552  0.00
46 O 0.157 3.024 -2.780  0.00
47 C 1.545 2.567 -2.993  0.00
48 C 2.462 3.665 -2.507  0.00
49 C 1.741 2.231 -4.453  0.00
50 O -2.001 1.704 -3.212  0.00
51 C -2.600 2.420 -4.328  0.00
52 C -2.764 3.908 -4.053  0.00
53 C -1.804 2.159 -5.587  0.00
54 O -1.694 3.566 1.814  0.00
55 C -2.542 2.784 2.703  0.00
56 C -2.145 3.124 4.124  0.00
57 C -3.988 3.087 2.385  0.00
58 H -0.374 7.201 2.460  0.00
59 H 1.012 6.083 2.475  0.00
60 H -0.595 5.501 2.937  0.00
61 H -1.412 5.848 0.644  0.00
62 H 1.456 6.706 0.050  0.00
63 H 0.029 7.766 0.006  0.00
64 H 0.204 6.444 -1.173  0.00
65 H -1.650 4.235 -1.354  0.00
66 H -2.758 2.949 -0.784  0.00
67 H 1.708 1.675 -2.392  0.00
68 H 2.329 4.568 -3.111  0.00
69 H 3.491 3.317 -2.603  0.00
70 H 2.255 3.899 -1.460  0.00
71 H 1.583 3.119 -5.074  0.00
72 H 1.048 1.445 -4.757  0.00
73 H 2.758 1.865 -4.588  0.00
74 H -3.571 1.941 -4.429  0.00
75 H -1.797 4.362 -3.827  0.00
76 H -3.455 4.088 -3.226  0.00
77 H -3.167 4.384 -4.948  0.00
78 H -0.864 2.715 -5.582  0.00
79 H -2.402 2.453 -6.453  0.00
80 H -1.595 1.093 -5.666  0.00
81 H -2.334 1.735 2.540  0.00
82 H -2.379 4.163 4.375  0.00
83 H -1.074 2.954 4.246  0.00
84 H -2.679 2.462 4.808  0.00
85 H -4.158 4.167 2.376  0.00
86 H -4.638 2.620 3.127  0.00
87 H -4.247 2.669 1.412  0.00
88 S -3.869 -0.883 -5.440  0.00
89 As -2.508 -2.222 -4.573  0.00
90 S -0.319 -1.984 -2.500  0.00
91 S -0.374 -1.193 -4.433  0.00
92 S -2.397 -1.868 -2.251  0.00
93 F 6.217 -1.710 -2.673  0.00
94 C 5.734 -2.503 -1.701  0.00
95 C 6.459 -3.638 -1.392  0.00
96 F 7.591 -3.841 -2.089  0.00
97 C 6.095 -4.543 -0.389  0.00
98 C 4.897 -4.194 0.245  0.00
99 C 4.174 -3.066 -0.074  0.00
100 F 3.042 -2.829 0.615  0.00
101 C 4.557 -2.154 -1.049  0.01
102 C 3.778 -0.929 -1.349  0.01
103 C 2.622 -0.580 -0.696  0.06
104 N 1.694 -0.163 -0.111  -0.07
105 C 4.169 0.024 -2.328  0.01
106 N 4.443 0.855 -3.086  0.01
107 F 4.406 -4.988 1.211  0.00
108 C 6.875 -5.712 -0.036  0.00
109 C 8.018 -6.143 -0.760  0.00
110 N 8.956 -6.566 -1.296  0.00
111 C 6.583 -6.551 1.071  0.00
112 N 6.432 -7.273 1.966  0.00

=====

Entry 4:
ORCA calculation (wB97M-V/def2-TZVPD) on a molecular structure, C41H44BaF3N7O2S2Sb at a distorted geometry.

Summary:
net charge: -1
Kohn-Sham gap: 0.19078 Ha

Last column: Mulliken charge in e.
CARTESIAN COORDINATES (ANGSTROEM)
1 Ba 0.171 -0.107 0.336  0.32
2 C 2.380 -1.751 5.831  -0.50
3 C 1.081 -1.606 6.307  -0.61
4 C 0.103 -1.034 5.510  -0.51
5 C 0.457 -0.611 4.233  -0.74
6 C 1.741 -0.758 3.742  1.14
7 C 2.714 -1.331 4.554  -0.92
8 N -0.496 -0.011 3.314  1.59
9 N -1.616 0.156 3.802  -0.79
10 C -2.588 0.668 2.820  -0.28
11 C -3.742 1.218 3.350  -0.75
12 C -4.719 1.605 2.446  -0.46
13 C -4.502 1.398 1.093  -0.88
14 C -3.297 0.852 0.669  -0.62
15 N -2.352 0.488 1.537  0.84
16 H 3.131 -2.203 6.466  0.39
17 H 0.829 -1.944 7.304  0.38
18 H -0.912 -0.917 5.856  0.46
19 H 2.003 -0.447 2.742  0.03
20 H 3.721 -1.447 4.174  0.48
21 H -3.862 1.326 4.417  0.55
22 H -5.644 2.047 2.795  0.38
23 H -5.247 1.663 0.357  0.46
24 H -3.090 0.671 -0.380  0.58
25 F 7.263 -1.286 -0.434  -0.34
26 C 5.958 -1.259 -0.836  0.51
27 F 5.545 -2.543 -0.820  -0.22
28 F 5.979 -0.851 -2.120  -0.23
29 C 5.140 -0.369 0.059  -0.15
30 C 5.771 0.299 1.088  -0.33
31 C 5.041 1.128 1.931  -1.09
32 C 3.680 1.217 1.696  -0.34
33 N 3.054 0.572 0.721  0.28
34 C 3.746 -0.206 -0.140  0.05
35 S 2.857 -0.932 -1.449  -0.31
36 H 6.837 0.176 1.226  0.47
37 H 5.504 1.681 2.735  0.46
38 H 3.050 1.845 2.319  0.31
39 C 1.920 -8.166 -1.625  -1.52
40 C 1.310 -6.902 -1.087  1.13
41 C 0.310 -6.942 -0.127  -0.88
42 C -0.228 -5.770 0.394  -0.10
43 C 0.240 -4.555 -0.059  -0.71
44 C 1.248 -4.483 -1.018  -0.61
45 C 1.770 -5.658 -1.525  -0.98
46 S -0.385 -3.010 0.562  2.03
47 O 0.824 -2.331 1.049  -0.56
48 O -1.385 -3.284 1.567  -0.82
49 N -0.917 -2.179 -0.664  0.92
50 C -2.171 -2.479 -1.187  -0.15
51 C -2.859 -3.688 -1.012  -0.52
52 C -4.083 -3.843 -1.631  -0.68
53 C -4.606 -2.818 -2.406  -0.80
54 C -3.853 -1.662 -2.522  -0.47
55 N -2.676 -1.484 -1.935  0.10
56 H 1.209 -8.992 -1.627  0.37
57 H 2.776 -8.472 -1.019  0.28
58 H 2.281 -8.022 -2.644  0.37
59 H -0.057 -7.900 0.224  0.35
60 H -1.002 -5.800 1.150  0.57
61 H 1.630 -3.520 -1.336  0.41
62 H 2.555 -5.608 -2.270  0.41
63 H -2.460 -4.489 -0.412  0.23
64 H -4.628 -4.771 -1.509  0.41
65 H -5.561 -2.905 -2.905  0.40
66 H -4.212 -0.831 -3.122  0.45
67 C -1.577 0.371 -4.928  -1.38
68 Sb -0.037 0.262 -3.418  0.77
69 C 0.538 -1.718 -4.051  -1.25
70 C 1.498 1.240 -4.529  -1.31
71 H -1.097 0.355 -5.908  0.38
72 H -2.182 1.271 -4.838  0.38
73 H -2.218 -0.504 -4.828  0.33
74 H 0.538 -1.745 -5.142  0.53
75 H -0.164 -2.457 -3.664  0.24
76 H 1.536 -1.947 -3.682  0.36
77 H 1.538 0.835 -5.541  0.52
78 H 2.439 1.051 -4.012  0.28
79 H 1.318 2.313 -4.559  0.36
80 C 0.361 3.695 3.019  -0.75
81 N -0.736 4.514 2.540  0.09
82 C -0.330 5.902 2.462  -0.94
83 C -1.295 4.023 1.267  -0.53
84 C -0.356 3.997 0.071  0.11
85 C -0.301 5.139 -0.726  -0.52
86 C 0.588 5.209 -1.788  -0.83
87 C 1.411 4.117 -2.026  -0.70
88 C 1.314 2.975 -1.239  -0.24
89 C 0.432 2.840 -0.139  0.89
90 H 0.666 4.045 4.010  0.44
91 H 1.234 3.706 2.350  0.34
92 H 0.039 2.655 3.106  -0.18
93 H -0.044 6.255 3.456  0.34
94 H -1.162 6.515 2.109  0.30
95 H 0.519 6.071 1.781  0.32
96 H -2.179 4.641 1.065  0.67
97 H -1.643 3.006 1.459  -0.84
98 H -0.955 5.981 -0.517  0.32
99 H 0.642 6.093 -2.413  0.35
100 H 2.127 4.156 -2.842  0.51
101 H 1.995 2.153 -1.471  0.38

=====

Look up the net charge of the fourth one. -1